[1]
This record from OMol25 describes a structure of composition C27H27N3O7P2Pd at a distorted geometry. The level of theory is ωB97M-V/def2-TZVPD.

The geometry in ORCA input format:
```
! RIJCOSX wB97M-V def2-TZVPD def2/J DEFGRID3
* xyz 2 5
C 1.45204 -1.87927 -3.40527
H 2.80031 -3.53747 -3.29929
H -3.22406 3.16266 -0.64296
H -0.57062 -2.35771 3.54199
H 0.35696 -3.69886 -2.98758
C 0.80296 3.63713 -4.42502
C -1.48065 3.40346 -3.64860
O -1.63857 0.88974 8.49829
C -2.37989 1.18764 -2.78873
C -0.42942 4.19917 -4.14378
O 2.40078 -0.04134 1.25569
H -2.22622 2.64742 0.78026
P 0.02384 -2.30884 -1.04049
H 1.63360 4.23573 -4.80206
C 1.02937 2.24936 -4.21263
C -1.31470 2.04053 -3.43967
H -2.33236 0.16038 -3.17693
O -1.05468 -0.83888 1.58185
C 1.47924 0.03070 0.57258
C -3.55662 0.12767 -0.39794
H -1.43193 3.33245 -0.66694
O -2.13922 2.36040 6.94401
C 2.44757 0.26018 -4.16432
N -0.18061 -3.24815 6.03133
H -3.56872 -0.87302 -0.84817
H 4.53743 0.17207 -4.69396
C -1.12076 0.11627 2.44499
H -1.78642 1.62852 4.64758
H -2.33924 -2.76841 -1.20859
O 0.11891 -4.04686 5.11928
C 2.69405 -2.48166 -3.55459
H 2.31831 -2.83666 -0.49178
H -3.48816 0.03082 0.69348
H -4.46734 0.67797 -0.67176
H 4.76278 -2.26185 -4.13458
C 3.80628 -1.75366 -4.02185
H -0.66928 -2.25272 -3.32039
H -1.38944 -4.25982 -0.89945
H 3.12846 2.23625 -4.66297
H -1.69516 -3.08332 0.43185
C 0.25407 -2.61468 -2.84594
P -2.09690 1.04137 -0.96744
C 2.27957 1.63781 -4.32732
C -1.49303 0.61817 4.91510
C -2.27174 2.72144 -0.31476
C 1.30988 -0.48984 -3.70491
C -1.42237 0.26102 6.28427
C -0.80105 -1.61268 4.29559
C -1.50328 -3.19770 -0.64254
H -0.59717 5.26479 -4.29209
Pd -0.12931 -0.07787 -0.55260
H 1.02901 0.90072 -1.42791
C 3.68964 -0.41101 -4.32970
C -1.00459 -1.02204 6.66661
H -2.44259 3.85904 -3.40574
C 1.33973 -3.26494 -0.24512
H 1.18762 -3.22220 0.84173
O -0.04973 -3.51519 7.24532
H 1.30011 -4.31083 -0.58216
C -1.16693 -0.31319 3.91525
C -0.05548 1.43405 -3.73562
N 0.17016 0.15388 -3.32916
N -1.75306 1.22817 7.29965
C -0.69170 -1.95267 5.66519
O -1.12037 1.34639 2.23563
H -0.91352 -1.28612 7.71960
H -3.38001 1.61529 -2.93999
*
```

As for the HOMO-LUMO gap (alpha / beta): 0.205 / 0.146 Ha.


[2]
This record from OMol25 describes a cluster of 4 separate species, C27H57F3N7O4 in total at a distorted geometry. The level of theory is ωB97M-V/def2-TZVPD.

The geometry in ORCA input format:
```
! RIJCOSX wB97M-V def2-TZVPD def2/J DEFGRID3
* xyz 1 1
H 3.45520 1.70161 -3.20170
H -2.23629 -1.62259 -7.37079
H -4.08703 0.85633 -6.85541
C 1.52884 2.67572 -2.58620
C 2.05297 -0.32424 0.88299
C 0.91321 0.16615 1.61034
H 5.34414 1.51459 -1.36109
H -7.14255 -2.92958 -1.08530
H 0.77841 -2.49299 7.47983
C -1.10930 2.42396 2.39989
C 1.83615 -2.41278 7.21866
H 5.67909 4.28743 4.80408
H -2.42522 0.82295 1.64945
H 3.41274 3.04301 4.24413
H -1.53939 1.70521 -6.06182
C -6.42697 -2.62196 -1.85310
F 0.44068 2.13890 -3.20303
C -2.39554 -0.45884 -4.90736
C 4.17376 2.66755 2.12728
H 5.58658 2.50281 4.79721
C -2.20037 1.89713 1.44508
C -4.38716 0.39593 -5.91210
C 3.83135 4.98926 3.14198
H -4.46083 -1.07924 -2.24130
C 4.46908 0.87108 -1.11605
H 2.24991 -3.41939 7.15175
N 0.81695 1.24409 2.40428
C 5.55429 3.40797 4.13514
C 3.24588 0.53174 1.05729
N 2.05622 -1.46433 0.05882
C 4.09446 3.47502 3.48240
H -1.94008 -0.40161 -3.91240
H 1.81218 -0.56998 6.16344
H 1.09775 -1.26731 4.02645
H -7.75134 -3.47069 -3.29973
H -4.63521 -0.65781 -6.06614
H 4.83094 5.43627 2.88975
O -5.14495 -2.79528 -1.26506
F 1.14823 3.13632 -1.34592
H 4.10569 3.38229 1.27401
H 3.22834 5.09185 2.20345
H 3.42192 5.58984 3.98338
C -4.11005 -2.04864 -1.87475
N -0.74542 1.07552 -5.95993
F 1.95156 3.78262 -3.25250
H 5.47156 0.66166 0.82203
C -0.80975 3.90869 2.63982
N 3.42422 -1.72035 5.50634
C -1.27351 -0.29351 -5.94819
H -6.62043 -1.56089 -2.05302
C 4.57324 0.22534 0.34497
C 2.65994 1.61880 -2.41793
H -3.12242 2.50978 1.58135
H 0.01980 -2.07173 5.15674
H 3.56730 -1.11682 4.69944
H 0.86768 -5.21555 4.07826
H -5.28256 0.91326 -5.56424
C 2.02190 -1.61877 5.92921
H -1.56536 4.52188 2.10136
H 2.34457 -1.91396 8.04532
H -3.65691 -2.62051 -2.68813
H -0.81487 -0.79091 -8.00077
H 1.11890 -1.82967 -0.09478
C 2.97024 1.67149 1.92598
C -1.69402 -0.67397 -7.36474
H 0.02671 -4.28872 5.33160
H -0.38373 1.29123 -5.03499
H 0.22347 4.14770 2.26268
H -0.46119 -0.96961 -5.66081
H -6.13161 -1.88007 -4.46029
C -6.67514 -3.48581 -3.10259
H -0.78693 4.15366 3.73142
H 6.32418 3.37372 3.33405
H -4.90803 -3.15581 -4.35226
O 3.29468 1.72637 -1.14111
N -6.27069 -4.87973 -2.88808
C -5.98125 -2.95758 -4.35499
H 4.28234 0.08353 -1.89077
N -0.36055 1.52098 3.04570
O 1.40656 -3.24930 4.15296
H -3.33455 -1.87293 -1.12535
H 3.56166 -2.65845 5.13400
H 4.63874 -0.87448 0.19226
C 0.98451 -4.42768 4.82348
O -3.37488 0.56609 -4.93226
H -2.86745 -1.44706 -4.97815
H 5.13128 2.09960 2.13325
H -0.02049 -0.43042 1.50223
H -6.80287 -5.25894 -2.10874
H -5.31267 -4.86798 -2.54307
H -6.39149 -3.43815 -5.24506
H -2.32459 0.08413 -7.82994
H 2.20378 0.59847 -2.54597
H -1.77462 1.98839 0.40994
N 1.85617 2.03427 2.56701
C 1.05787 -2.03754 4.80484
H 2.70476 -2.17283 0.39772
H 1.74573 -4.75658 5.53320
*
```

The energy above the lowest of the compared OMol25 structures with the same formula, charge and spin comes out at 143.5 kJ/mol. As for the HOMO-LUMO gap: 0.242 Ha.


[3]
This record from OMol25 describes a cluster of 3 separate species, C3H12NO in total at a distorted geometry. The level of theory is ωB97M-V/def2-TZVPD.

The geometry in ORCA input format:
```
! RIJCOSX wB97M-V def2-TZVPD def2/J DEFGRID3
* xyz 0 2
C -2.11006 -1.51284 0.81720
H 1.60247 0.30110 -2.32406
H 2.52641 0.21798 0.40622
H 0.11469 1.72263 1.15295
H -2.86386 0.08172 -0.61031
H -3.60264 0.05941 0.96512
H -1.49137 -1.96081 0.02180
H 3.82880 0.40202 -0.81187
N 1.78402 0.69936 -1.44114
C -2.62021 -0.10548 0.48310
H -1.44296 -1.59213 1.64560
H -1.87987 0.66145 0.84004
H 0.95976 1.12946 -0.89443
O 0.16781 0.87525 0.65279
H -2.86204 -2.22412 1.23766
C 2.81889 0.01281 -0.64715
H 2.74832 -1.06312 -0.68201
*
```

The energy above the lowest of the compared OMol25 structures with the same formula, charge and spin comes out at 96.2 kJ/mol. As for the HOMO-LUMO gap (alpha / beta): 0.346 / 0.221 Ha.


Results for molar mass: 673.9, 600.8, 78.1 (in g mol⁻¹, following the order of the records).
Results for energy: -69272.9660, -55683.9511, -6839.4138 (in eV, following the order of the records).